No. 1
{"formula": "C4H4N2O", "method": "the ωB97M-V functional and the def2-TZVPD basis", "charge": 0, "e_above_lowest_kj_mol": 45.5, "e_tot_ev": -9240.01583, "homo_lumo_gap_ha": 0.3545, "fmax_ha_per_bohr": 0.028, "homo_ev": -8.89, "lumo_ev": 0.758, "elements": ["O", "C", "C", "C", "N", "C", "N", "H", "H", "H", "H"], "coordinates": [[-0.790359, 2.328158, -1.858016], [-0.016140, 2.507533, -2.671447], [0.620767, -0.336258, -0.344646], [0.977921, -1.378899, 0.476508], [0.141952, -1.486408, 1.563705], [-0.727250, -0.519134, 1.414915], [-0.489732, 0.205526, 0.284839], [1.061629, 0.057208, -1.272039], [1.798605, -2.070658, 0.350650], [-1.546128, -0.296841, 2.093267], [-1.031265, 0.989773, -0.037737]], "forces_ev_per_a": [[0.9, 0.3, -1.1], [-1.0, -0.2, 1.0], [-0.1, -0.2, 0.4], [0.2, 0.0, -0.3], [0.0, 0.2, -0.3], [0.0, 0.1, -0.1], [0.1, 0.0, -0.1], [-0.4, -0.3, 0.7], [-0.1, 0.1, 0.0], [0.2, 0.0, -0.2], [0.1, -0.1, 0.0]]}



No. 2
{"formula": "C4H4N2O", "method": "the ωB97M-V functional and the def2-TZVPD basis", "charge": 0, "smiles": "C1=COC=NN=C1", "e_above_lowest_kj_mol": 428.6, "e_tot_ev": -9236.04556, "homo_lumo_gap_ha": 0.3298, "fmax_ha_per_bohr": 0.100, "homo_ev": -8.97, "lumo_ev": 0.004, "elements": ["C", "C", "O", "C", "N", "N", "C", "H", "H", "H", "H"], "coordinates": [[1.324016, 0.300381, 0.288635], [0.842865, -0.618227, 1.221732], [-0.459564, -0.970916, 1.146652], [-1.423602, -0.099174, 0.427995], [-1.147965, 0.547385, -0.636082], [-0.227036, 0.459228, -1.597068], [0.935163, 0.523123, -1.151218], [2.453007, 0.572947, 0.442600], [1.288564, -0.822716, 2.174355], [-2.482592, -0.161561, 0.917980], [1.971885, 0.495736, -1.798980]], "forces_ev_per_a": [[3.1, -1.2, 1.4], [-0.9, 4.0, -3.1], [-2.0, -0.6, -0.3], [1.3, -0.1, -0.9], [-4.2, -0.8, 2.7], [0.5, -0.2, -0.8], [4.9, -1.1, 0.8], [-2.3, -0.4, 0.0], [0.4, -0.4, 0.1], [2.4, 0.5, -0.8], [-3.2, 0.3, 0.9]]}